[1]
{"formula": "C6H11N", "method": "ωB97M-V/def2-TZVPD", "lumo_ev": [4.2, 4.1], "charge": -1, "s2": 0.759, "multiplicity": 2, "fmax_ha_per_bohr": 0.0686, "homo_lumo_gap_ev": [4.1, 6.2], "elements": ["C", "N", "C", "C", "C", "C", "C", "H", "H", "H", "H", "H", "H", "H", "H", "H", "H", "H"], "positions_angstrom": [[1.733, -2.399, 0.830], [1.215, -0.297, -1.311], [0.430, -0.388, -0.138], [0.594, -1.328, 0.850], [-2.462, 2.030, -0.241], [-1.286, 1.363, -0.818], [-0.481, 0.712, 0.123], [1.377, -3.437, 1.016], [2.261, -2.449, -0.154], [2.473, -2.013, 1.507], [2.143, -0.785, -1.337], [1.499, 0.667, -1.390], [0.258, -1.325, 1.852], [-2.722, 2.964, -0.817], [-3.495, 1.444, -0.320], [-2.414, 2.337, 0.799], [-0.748, 1.735, -1.676], [-0.375, 1.169, 1.227]]}



[2]
{"formula": "C6H11N", "method": "ωB97M-V/def2-TZVPD", "lumo_ev": 1.1, "charge": 0, "smiles": "C/C=C/C(C)=C/N", "fmax_ha_per_bohr": 0.0285, "homo_lumo_gap_ev": 8.4, "elements": ["C", "C", "C", "C", "C", "C", "N", "H", "H", "H", "H", "H", "H", "H", "H", "H", "H", "H"], "positions_angstrom": [[-1.687, 2.464, -1.017], [-0.661, 1.521, -0.497], [-0.758, 0.197, -0.362], [0.288, -0.716, 0.126], [0.141, -2.150, -0.287], [1.244, -0.329, 0.993], [2.183, -1.145, 1.573], [-2.307, 1.996, -1.785], [-1.273, 3.351, -1.492], [-2.321, 2.821, -0.199], [0.326, 1.934, -0.293], [-1.712, -0.314, -0.486], [-0.383, -2.629, 0.559], [1.022, -2.744, -0.498], [-0.520, -2.209, -1.152], [1.169, 0.673, 1.405], [2.606, -0.931, 2.453], [2.644, -1.789, 0.959]]}



[3]
{"formula": "C6H11N", "method": "ωB97M-V/def2-TZVPD", "lumo_ev": 1.0, "charge": 0, "smiles": "C/C=C/C(C)=C/N", "fmax_ha_per_bohr": 0.0955, "homo_lumo_gap_ev": 8.3, "elements": ["C", "C", "C", "C", "C", "C", "N", "H", "H", "H", "H", "H", "H", "H", "H", "H", "H", "H"], "positions_angstrom": [[-2.316, 0.376, -2.163], [-1.262, 0.445, -1.069], [-1.047, -0.384, -0.084], [0.316, -0.405, 0.699], [0.482, -0.838, 2.146], [1.403, -0.105, -0.079], [2.387, 0.622, 0.572], [-3.296, 0.720, -1.698], [-2.444, -0.582, -2.590], [-2.111, 1.063, -3.161], [-0.529, 1.310, -1.114], [-1.839, -1.086, 0.323], [1.508, -0.622, 2.435], [0.060, -1.787, 2.382], [-0.101, -0.151, 2.759], [1.440, -0.273, -1.185], [3.041, 1.110, -0.059], [2.109, 1.406, 1.195]]}